C52H47N2O7PZn | the ωB97M-V functional and the def2-TZVPD basis

Properties
**Maximum force**: 0.0508 Eh/bohr
**Gap between HOMO and LUMO**: 8.3748 eV
**Electronic energy**: -4766.50809 Ha
**HOMO**: -0.2978 Eh
**Molar mass**: 908.32 Da
**2S+1**: 1

```
110
Properties=species:S:1:pos:R:3:forces:R:3
Zn 1.190031 -1.247341 0.227373 1.448 0.830 0.372
O 4.225323 0.173214 -0.174630 0.081 -0.229 -0.666
N 3.911005 1.267106 0.570269 0.202 0.446 0.737
C 3.045962 2.059213 0.104346 0.131 -0.194 -1.076
C 2.580786 3.264318 0.807234 -0.033 0.171 0.311
C 3.075706 4.503197 0.407511 -0.023 -0.027 0.011
C 2.589471 5.669128 0.967272 -0.043 0.069 -0.091
C 1.598671 5.622431 1.936633 0.039 0.017 0.046
C 1.104984 4.396146 2.334901 -0.058 -0.027 0.094
C 1.575999 3.214058 1.773908 -0.193 -0.386 -0.048
P 0.791915 1.647804 2.360898 -0.335 0.209 0.360
C 1.539216 1.491197 4.002990 -0.271 0.172 -0.322
C 0.953787 2.018546 5.144928 -0.061 -0.025 -0.091
C 1.615538 1.924539 6.358941 0.036 0.022 0.093
C 2.857263 1.315019 6.425059 -0.052 -0.010 0.042
C 3.441136 0.794440 5.280337 0.045 0.014 -0.067
C 2.792010 0.893055 4.063449 -0.076 -0.089 -0.022
C -0.973488 2.047609 2.309725 0.652 0.020 0.231
C -1.473900 2.881993 1.320504 0.011 -0.044 -0.075
C -2.827864 3.157234 1.284827 -0.070 0.047 -0.103
C -3.666384 2.647949 2.263289 0.018 0.011 0.020
C -3.159881 1.823593 3.255692 0.012 0.074 0.117
C -1.815502 1.500204 3.267910 0.016 -0.013 -0.091
H 3.579163 0.056821 -0.911881 -0.115 0.130 0.173
H 2.595423 1.885872 -0.878333 0.084 -0.150 0.050
H 3.837251 4.544062 -0.358984 0.035 -0.009 -0.036
H 2.956525 6.622303 0.619691 0.109 0.105 0.016
H 1.212946 6.538066 2.362485 -0.037 0.004 0.037
H 0.310733 4.330117 3.065437 -0.051 0.183 0.127
H -0.016321 2.491799 5.087223 -0.054 0.049 0.051
H 1.162069 2.326771 7.254092 -0.024 0.025 0.018
H 3.375006 1.245228 7.369207 0.034 -0.011 0.109
H 4.410315 0.321571 5.342327 0.095 -0.020 -0.023
H 3.232704 0.514849 3.151098 0.128 -0.026 -0.033
H -0.816688 3.300438 0.573930 0.039 0.051 -0.064
H -3.224093 3.774247 0.492782 -0.050 0.068 -0.060
H -4.719109 2.888868 2.243559 -0.087 -0.004 0.011
H -3.811951 1.415000 4.011657 -0.069 -0.037 0.049
H -1.413633 0.804454 3.989613 -0.072 -0.099 0.114
C -3.611769 -2.235971 -3.308025 0.531 0.245 0.220
C -2.716086 -1.064116 -2.885662 -0.872 0.074 -0.636
C -3.268736 0.246375 -3.460914 0.379 -0.336 0.346
O -1.400711 -1.294158 -3.341491 0.136 0.014 -0.002
C -0.498065 -1.387633 -2.255619 0.378 -0.227 0.186
C -1.360734 -1.180213 -0.999762 0.339 0.008 0.232
O -2.666479 -0.959945 -1.477136 -0.065 -0.039 0.041
C -1.228949 -2.388889 -0.012048 -0.215 -0.167 -0.138
O 0.118948 -2.617117 0.193798 -1.726 -1.963 0.077
C -1.910710 -2.101582 1.322183 0.001 0.035 0.019
C -3.059344 -1.333415 1.447560 0.003 -0.010 -0.045
C -3.673083 -1.195754 2.681390 -0.156 -0.042 0.101
C -3.124069 -1.775129 3.811742 -0.178 0.073 0.092
C -1.960876 -2.515875 3.695690 0.081 -0.110 0.064
C -1.372193 -2.693451 2.458680 0.024 -0.021 -0.006
C -1.844461 -3.662481 -0.593708 -0.007 -0.039 0.059
C -3.206241 -3.932308 -0.534838 0.029 -0.076 -0.079
C -3.704239 -5.125749 -1.032232 -0.140 -0.005 0.015
C -2.853943 -6.064851 -1.591040 -0.045 -0.107 -0.028
C -1.495990 -5.805449 -1.646300 -0.021 -0.091 -0.112
C -0.998057 -4.617062 -1.145783 0.069 0.105 -0.004
C 0.708701 -0.409312 -2.448539 -0.094 -0.025 -0.319
O 1.532866 -0.348051 -1.324580 0.263 0.757 -0.872
C 0.181364 0.977883 -2.816401 0.011 0.063 0.071
C 0.163385 2.005216 -1.884357 0.020 -0.126 0.076
C -0.191163 3.293918 -2.249761 -0.101 0.166 0.004
C -0.573777 3.564659 -3.550845 -0.054 0.114 0.035
C -0.596211 2.536989 -4.480192 -0.014 -0.028 -0.133
C -0.212625 1.257187 -4.123325 -0.051 0.215 0.090
C 1.586762 -0.850611 -3.629736 0.091 -0.171 0.046
C 1.476754 -2.065798 -4.291107 -0.132 0.153 0.071
C 2.314878 -2.370777 -5.352984 0.134 -0.111 -0.133
C 3.276947 -1.469873 -5.771008 -0.003 -0.139 -0.111
C 3.404977 -0.258319 -5.112782 0.068 0.102 0.108
C 2.578006 0.037561 -4.046158 0.044 -0.050 -0.029
H -3.732236 -2.225273 -4.386850 -0.069 0.009 -0.143
H -4.579368 -2.151925 -2.821820 -0.140 0.007 0.003
H -3.141509 -3.168006 -3.012669 -0.012 -0.124 -0.003
H -3.272711 0.190301 -4.544273 -0.053 0.027 -0.176
H -2.645984 1.079983 -3.152196 0.021 0.096 0.072
H -4.278853 0.395938 -3.092202 -0.168 0.011 -0.011
H -0.083693 -2.402328 -2.209561 -0.060 0.171 -0.053
H -1.043316 -0.287645 -0.429904 -0.062 -0.031 -0.111
H -3.484502 -0.854299 0.579000 -0.076 0.029 -0.060
H -4.596468 -0.638883 2.755430 -0.049 0.091 0.010
H -3.600439 -1.657995 4.776530 -0.050 0.003 0.035
H -1.523402 -2.979000 4.568954 0.035 -0.034 0.081
H -0.483058 -3.295221 2.352027 0.102 -0.007 -0.008
H -3.882087 -3.209487 -0.104441 -0.056 0.046 0.058
H -4.765319 -5.328757 -0.985338 -0.076 0.016 0.028
H -3.244807 -7.000144 -1.967111 -0.043 -0.038 -0.035
H -0.820894 -6.532672 -2.075100 0.049 -0.062 -0.020
H 0.062902 -4.421415 -1.151235 0.072 0.008 0.017
H 0.462499 1.797498 -0.867439 0.031 -0.109 0.058
H -0.151922 4.099365 -1.526444 -0.023 0.017 0.083
H -0.852893 4.569596 -3.835541 -0.003 0.050 -0.048
H -0.902904 2.738357 -5.496219 -0.021 0.018 -0.105
H -0.209737 0.471687 -4.863117 0.004 -0.055 -0.044
H 0.714667 -2.777108 -4.017422 -0.116 -0.077 0.063
H 2.209120 -3.320667 -5.860962 -0.021 -0.018 -0.012
H 3.917553 -1.705306 -6.608543 0.046 -0.026 -0.063
H 4.143436 0.461580 -5.437991 0.067 0.028 0.008
H 2.678036 0.991713 -3.546684 -0.015 0.072 0.052
C 5.057504 -1.948181 2.489061 0.775 0.030 0.341
C 3.819349 -1.904893 1.789078 -1.103 -0.165 -0.557
N 2.830811 -1.874404 1.216928 0.581 -0.067 0.474
H 5.623072 -2.821646 2.168995 0.044 0.003 0.045
H 4.878204 -1.998250 3.561382 0.021 -0.010 0.022
H 5.617698 -1.046222 2.246552 0.060 0.035 0.013
O 1.366656 0.607392 1.331623 0.839 0.779 -0.462
O 0.457391 -0.174702 2.205522 -0.702 -0.285 0.822
```
Forces are in eV/Å.